Record 1
Molecular formula: C15H29N6OSSn
Method: DFT, ωB97M-V with the def2-TZVPD basis set

Last column: natural (NBO) charge in e.
Geometry (Å):
Sn  0.294341  0.222508  0.008325  1.436
C  1.433230  1.086378  2.993898  -0.245
C  1.474443  -0.427679  2.940818  -0.247
N  0.530561  -1.030741  1.956776  -0.683
C  -0.744757  -1.520321  2.543348  -0.222
C  -1.551862  -0.311470  2.983706  -0.492
N  -1.451378  1.461450  1.034463  -0.731
C  -0.969094  2.721910  1.680679  -0.242
C  0.563434  2.943141  1.725882  -0.235
N  1.348770  1.664401  1.637137  -0.671
H  2.326887  1.425463  3.539163  0.203
H  0.530364  1.487751  3.473745  0.214
H  1.289866  -0.911471  3.917547  0.206
H  2.494091  -0.732676  2.669371  0.205
H  1.037907  -1.874286  1.677442  0.375
H  -0.520213  -2.142554  3.410526  0.177
H  -1.281844  -2.081443  1.759012  0.218
H  -0.915099  0.205475  3.705544  0.171
H  -2.435946  -0.578806  3.554128  0.258
H  -2.053383  1.635989  0.254421  0.417
H  -1.260509  2.678415  2.734782  0.199
H  -1.380905  3.625256  1.213081  0.213
H  0.818891  3.505138  2.617091  0.189
H  0.883184  3.607706  0.872619  0.205
H  2.266843  1.910988  1.258697  0.388
N  1.805694  2.764183  -3.227213  -0.789
C  1.429115  1.823610  -2.347110  0.695
O  0.404025  1.995937  -1.603954  -0.695
C  2.150561  0.546900  -2.337642  -0.517
C  2.219114  -0.121798  -0.960599  -1.049
H  1.240513  3.608971  -3.387033  0.414
H  2.528467  2.566422  -3.910309  0.400
H  3.119300  0.689164  -2.797844  0.206
H  1.584100  -0.092893  -3.027757  0.246
H  3.026309  0.291983  -0.409309  0.191
H  2.368973  -1.211466  -1.088581  0.210
C  -0.476423  -4.523460  -2.532783  -0.647
C  -0.940332  -3.175044  -2.138987  0.175
C  -1.660773  -2.202325  -2.915522  -0.344
C  -1.681032  -1.019302  -2.167194  0.166
N  -1.182887  -1.259370  -0.936769  -0.387
N  -0.679955  -2.582088  -0.970523  -0.370
C  -2.071209  0.342188  -2.607443  -0.671
H  -0.197200  -4.549997  -3.595685  0.237
H  -1.315283  -5.245687  -2.327320  0.230
H  0.353610  -4.816983  -1.896574  0.216
H  -2.125188  -2.308652  -3.868068  0.220
H  -0.262301  -3.046687  -0.160243  0.399
H  -2.139426  0.318604  -3.705058  0.211
H  -1.225217  1.023889  -2.392879  0.254
H  -3.030054  0.717624  -2.216727  0.250
S  -3.781215  0.357425  1.490053  -0.365
C  -2.189106  0.538333  1.876869  -0.192

Force components x, y, z for each atom (eV/Å):
-0.4964 0.6498 -0.3055
-0.2272 0.1787 -0.1102
-0.1194 -0.6711 0.3316
1.3526 -1.3871 1.0197
-0.3075 0.5459 -0.3307
-0.7072 0.7754 -0.6196
0.4015 1.5115 2.2988
0.0111 -0.4189 0.4207
0.5091 0.1618 -2.1618
0.3168 1.4997 0.6412
-0.2851 0.1197 -0.0463
0.4605 -0.5086 0.3239
0.0825 0.5497 -0.0371
-0.2095 0.0686 -0.1946
-0.1868 0.1505 -0.2840
-0.0001 -0.3230 0.0251
0.1465 0.1501 0.4008
-0.0092 0.4080 0.0395
0.0905 -0.5403 0.1498
-0.2935 0.3531 -0.4053
-0.5263 0.1184 -0.1815
-0.2186 -0.2746 0.1886
0.0805 0.0110 0.3582
-0.2809 -0.8573 0.6114
-0.1809 -0.2920 0.2566
-0.0414 0.7650 -0.6560
-2.7843 1.1572 1.1505
2.6554 1.1020 -1.8845
0.4984 -1.0248 0.0654
1.1931 -0.9563 -1.2672
0.3747 -0.8840 0.3796
-0.2141 0.0391 0.3332
0.3723 -0.0250 -0.2513
-0.0411 0.0044 0.0132
1.1685 0.3169 0.6296
0.1624 0.3890 0.0611
-1.0146 -0.7349 0.3867
-1.4182 1.8996 -2.1131
1.4428 -1.1190 1.1860
-0.0240 -1.4073 1.1150
-0.6736 -2.8354 -0.5103
-0.8663 1.1464 -0.1110
0.0957 0.2507 -0.6243
-0.0818 -0.1282 0.4734
0.8351 0.4068 -0.4258
0.2479 -0.1703 -0.1507
0.1279 -0.2763 -0.6088
-0.4215 0.6615 -0.3851
-0.2021 0.0039 0.1934
-0.7976 -0.1476 0.1814
0.4946 -0.1322 0.1472
-1.7331 -0.4296 -0.3463
1.2421 0.1489 0.6294

Summary:
* spin multiplicity: 2
* DFT total energy: -43674.3867 eV
* energy above the lowest of the compared OMol25 structures with the same formula, charge and spin: 40.0 kcal/mol
* LUMO energy (alpha / beta): 0.18 / 0.12 eV
* gap between HOMO and LUMO (alpha / beta): 0.135 / 0.139 Ha
* <S²>: 0.76
* total charge: 0

***

Record 2
Molecular formula: C5H14N2
Method: DFT, ωB97M-V with the def2-TZVPD basis set

Last column: natural (NBO) charge in e.
Geometry (Å):
C  1.396662  1.060931  2.989271  0.169
N  0.951795  0.722363  1.851325  -0.399
C  -0.475739  0.407075  1.447182  -0.247
C  -0.667223  0.448282  -0.049816  -0.487
C  0.018360  -0.548136  -0.977096  -0.049
C  0.425348  0.116285  -2.279821  -0.681
N  -0.947172  -1.682305  -1.368783  -0.677
H  2.432831  1.156486  3.287131  0.269
H  0.631675  1.022656  3.773985  0.234
H  1.496388  0.700575  0.995272  0.429
H  -0.711898  -0.581124  1.882088  0.241
H  -1.191100  1.009783  2.001843  0.273
H  -1.758944  0.547638  -0.183658  0.272
H  -0.417932  1.456162  -0.408405  0.269
H  0.887689  -0.939440  -0.434454  0.229
H  -0.323803  0.116265  -3.085024  0.248
H  0.703277  1.169001  -2.279759  0.269
H  1.255811  -0.393729  -2.780565  0.265
H  -1.907324  -1.401777  -1.139289  0.447
H  -0.802090  -2.557243  -0.861468  0.459
H  -0.996614  -1.829752  -2.379967  0.466

Force components x, y, z for each atom (eV/Å):
-1.1955 -1.1943 0.9373
-0.8982 0.3110 -1.4537
0.1202 -1.2975 1.4636
-1.1124 1.7088 -0.0280
-0.2816 0.6901 -0.2262
0.6552 -0.0539 -1.8178
-0.4905 0.2427 0.7479
0.2056 0.4114 -0.5797
0.3911 0.4104 0.0162
0.9988 0.1309 0.4815
0.4482 0.0310 -0.3569
0.2638 0.7121 -0.2586
0.1775 -0.6058 -0.1455
0.3930 -0.1394 0.1861
-0.2401 -0.5845 -0.5067
-0.4743 -0.1919 0.5496
0.1214 -0.0299 0.7869
0.0614 -0.1186 0.3925
0.0601 0.0628 0.1117
0.2281 -0.1904 -0.2791
0.5682 -0.3050 -0.0211

Summary:
* spin multiplicity: 1
* DFT total energy: -8374.4657 eV
* SMILES string: C=[NH+]CC[C@H](C)[NH3+]
* energy above the lowest of the compared OMol25 structures with the same formula, charge and spin: 20.4 kcal/mol
* LUMO energy: -8.35 eV
* gap between HOMO and LUMO: 0.442 Ha
* total charge: +2

***

Record 3
Molecular formula: CH2BrFO
Method: DFT, ωB97M-V with the def2-TZVPD basis set

Last column: natural (NBO) charge in e.
Geometry (Å):
F  -0.296242  1.589901  -0.709087  -0.314
C  -0.025497  0.537946  0.039032  0.359
O  0.091486  1.033655  1.630217  -0.669
Br  1.532171  2.060347  1.906054  0.297
H  0.932149  0.090606  -0.213180  0.161
H  -0.876914  -0.136306  0.117527  0.167

Force components x, y, z for each atom (eV/Å):
-0.0531 0.4300 -0.3299
0.2866 0.7066 3.9007
-0.7463 -1.4904 -3.5694
0.3852 0.2270 -0.0816
0.0089 0.0673 0.0564
0.1188 0.0594 0.0238

Summary:
* spin multiplicity: 1
* DFT total energy: -75874.4710 eV
* SMILES string: FCOBr
* energy above the lowest of the compared OMol25 structures with the same formula, charge and spin: 53.6 kcal/mol
* LUMO energy: 0.05 eV
* gap between HOMO and LUMO: 0.362 Ha
* total charge: 0